1.
C28H25BrIrNP as an isolated structure, computed with ωB97M-V/def2-TZVPD.

Values from the calculation:
Total charge   -1
HOMO energy (spin up / spin down)   -0.01924 / -0.17818 Ha
Multiplicity   5
Total energy   -4156.29145 a.u.

Cartesian coordinates (Å):
C (3.7927, -1.4628, -0.7653)
C (3.9299, -0.4345, 0.2233)
C (3.2786, -0.8874, 1.4296)
H (4.5433, 0.4441, 0.1269)
C (2.5255, -2.0860, 1.0918)
C (2.9533, -2.4541, -0.2380)
H (2.6912, -3.4026, -0.6937)
H (4.3124, -1.4991, -1.7251)
H (3.3500, -0.4163, 2.4289)
H (1.7653, -2.6067, 1.6672)
Ir (1.8533, -0.4595, -0.1139)
Br (2.1704, 1.9314, -0.8100)
C (1.3830, -0.3016, -3.8028)
C (1.7300, -1.6687, -3.5610)
C (2.9169, -1.9731, -4.2954)
H (1.2983, -2.3150, -2.7884)
C (3.3810, -0.7728, -4.8696)
C (2.4539, 0.2771, -4.5835)
H (2.5514, 1.3190, -4.8113)
H (0.5905, 0.2769, -3.3129)
H (3.4287, -2.9205, -4.3248)
H (4.2628, -0.6534, -5.5055)
N (0.0433, -0.5295, -0.4072)
P (-1.0340, 0.1819, 0.5968)
C (-0.4147, 0.2392, 2.2666)
C (-0.5031, -0.9318, 3.0441)
C (0.1515, -0.9742, 4.2774)
C (0.9475, 0.1072, 4.6880)
C (1.1273, 1.2218, 3.8580)
C (0.4647, 1.2792, 2.6305)
C (-1.4299, 1.8728, 0.1340)
C (-1.8908, 2.7951, 1.1016)
C (-2.2520, 4.0867, 0.7174)
C (-2.1764, 4.4646, -0.6200)
C (-1.7782, 3.5420, -1.5896)
C (-1.4389, 2.2408, -1.2208)
C (-2.5549, -0.7430, 0.4143)
C (-3.5876, -0.5487, 1.3613)
C (-4.8110, -1.1950, 1.1836)
C (-5.0239, -2.0184, 0.0717)
C (-4.0039, -2.1867, -0.8772)
C (-2.7623, -1.5505, -0.7157)
H (-1.0819, -1.7876, 2.6704)
H (0.0328, -1.8580, 4.9151)
H (1.4545, 0.0698, 5.6552)
H (1.7717, 2.0554, 4.1620)
H (0.6648, 2.0987, 1.9286)
H (-1.9554, 2.5065, 2.1553)
H (-2.6102, 4.7959, 1.4709)
H (-2.4785, 5.4632, -0.9225)
H (-1.7527, 3.8303, -2.6393)
H (-1.1642, 1.5103, -1.9868)
H (-3.4144, 0.0981, 2.2341)
H (-5.5972, -1.0488, 1.9307)
H (-5.9827, -2.5189, -0.0604)
H (-4.1728, -2.8171, -1.7518)
H (-1.9492, -1.6857, -1.4427)



2.
C28H25Cl3N4O9S3V as an isolated structure, computed with ωB97M-V/def2-TZVPD.

Values from the calculation:
Total charge   +1
HOMO energy (spin up / spin down)   -0.40441 / -0.40441 Ha
Multiplicity   3
Total energy   -5497.24497 a.u.
ΔE to the lowest compared entry with this formula, charge and spin   69.11 kJ/mol

Cartesian coordinates (Å):
V (-0.3601, 0.8064, 1.6686)
O (-0.4864, 3.0110, 3.2795)
S (-0.2918, 1.9055, 4.1870)
O (-0.9380, 2.0094, 5.4603)
O (-0.7134, 0.6255, 3.5165)
C (1.4835, 1.8783, 4.5033)
C (1.8708, 2.2742, 5.7758)
C (3.1996, 2.5730, 6.0449)
C (4.1508, 2.4834, 5.0395)
C (3.7735, 2.0681, 3.7718)
C (2.4432, 1.7775, 3.5114)
S (2.0498, 1.1565, 1.9012)
O (0.9320, 1.9923, 1.3256)
O (3.1997, 1.1775, 1.0543)
O (1.4492, -0.1739, 2.0704)
H (1.1049, 2.3562, 6.5325)
H (3.4851, 2.8967, 7.0342)
H (5.1794, 2.7412, 5.2401)
H (4.4847, 1.9674, 2.9669)
Cl (3.6271, -5.3873, -0.4026)
C (2.8959, -4.2386, -1.4530)
C (1.5316, -3.9957, -1.3807)
C (0.9600, -3.0632, -2.2257)
C (1.7219, -2.3708, -3.1593)
C (1.0963, -1.3530, -4.0913)
C (1.0673, 0.0398, -3.4191)
N (0.2368, 0.0376, -2.2441)
C (-1.0911, -0.2696, -2.2231)
C (-1.5005, -0.1423, -0.9310)
N (-0.4349, 0.2502, -0.1719)
C (0.6049, 0.3360, -0.9933)
O (-0.2263, -1.6332, -4.4831)
C (-0.4129, -2.7471, -5.3465)
C (-0.8411, -3.9802, -4.6048)
C (-2.0254, -4.0679, -3.9250)
Cl (-3.2133, -2.8469, -3.7886)
S (-2.2482, -5.6062, -3.1653)
C (-0.7283, -6.1360, -3.7673)
C (-0.0990, -5.1827, -4.4986)
C (3.0934, -2.6228, -3.2052)
Cl (4.1142, -1.7732, -4.3142)
C (3.6844, -3.5501, -2.3631)
H (0.9261, -4.5354, -0.6712)
H (-0.1015, -2.8778, -2.1720)
H (1.7279, -1.2684, -4.9894)
H (0.6553, 0.7537, -4.1373)
H (2.0819, 0.3340, -3.1477)
H (-1.6141, -0.5675, -3.1084)
H (-2.4711, -0.3058, -0.4965)
H (1.6091, 0.6052, -0.7076)
H (0.4974, -2.9490, -5.9181)
H (-1.2075, -2.4431, -6.0374)
H (-0.3985, -7.1314, -3.5482)
H (0.8638, -5.3253, -4.9536)
H (4.7457, -3.7324, -2.4197)
O (-1.2915, -1.2504, 1.8361)
H (-0.4904, -1.7948, 1.7698)
H (-1.4837, -1.1981, 2.7852)
N (-5.0322, 5.5553, 2.9735)
C (-4.3826, 5.4082, 1.8011)
O (-4.4265, 6.2114, 0.8985)
C (-3.5801, 4.1396, 1.6607)
C (-2.5494, 4.1323, 0.7223)
C (-1.7488, 3.0175, 0.6017)
N (-1.9283, 1.9213, 1.3463)
C (-2.9782, 1.8836, 2.1656)
C (-3.8229, 2.9614, 2.3584)
H (-5.5075, 6.4294, 3.1357)
H (-4.8323, 4.9709, 3.7664)
H (-2.3844, 5.0155, 0.1234)
H (-0.9180, 2.9984, -0.0954)
H (-3.1307, 0.9523, 2.7001)
H (-4.6585, 2.8640, 3.0333)



3.
C28H25ClN5O2SiTc as an isolated structure, computed with ωB97M-V/def2-TZVPD.

Values from the calculation:
Total charge   +1
HOMO energy (spin up / spin down)   -0.38866 / -0.39643 Ha
Multiplicity   2
Total energy   -2336.57388 a.u.

Cartesian coordinates (Å):
Tc (-0.6042, -0.1906, 0.4405)
O (2.8878, -0.7318, 2.0600)
C (1.8035, -0.2468, 1.9730)
N (0.5506, -0.9376, 1.9259)
C (-0.0567, -1.2130, 3.1197)
C (0.5928, -1.4172, 4.3540)
C (-0.1630, -1.8043, 5.4290)
C (-1.5528, -1.9984, 5.3011)
C (-2.2069, -1.7896, 4.1084)
C (-1.4539, -1.3525, 3.0121)
N (-1.8960, -1.0255, 1.7348)
C (-3.0004, -1.7203, 1.2084)
O (-4.0228, -1.9821, 1.7845)
C (-2.7349, -2.1557, -0.2070)
C (-3.5979, -2.9866, -0.8815)
C (-3.2201, -3.4331, -2.1441)
C (-2.0066, -3.0281, -2.6644)
C (-1.1989, -2.1696, -1.9264)
N (-1.5634, -1.7437, -0.7192)
C (1.5294, 1.2325, 1.8985)
C (2.3820, 2.1777, 2.4153)
C (1.9636, 3.5045, 2.4081)
C (0.7252, 3.8191, 1.8803)
C (-0.0605, 2.8056, 1.3493)
N (0.3364, 1.5347, 1.3553)
H (1.6672, -1.3099, 4.4283)
H (0.3105, -1.9793, 6.3854)
H (-2.1233, -2.3045, 6.1678)
H (-3.2743, -1.9170, 4.0213)
H (-4.5226, -3.2810, -0.4054)
H (-3.8637, -4.0981, -2.7042)
H (-1.6678, -3.3609, -3.6352)
H (-0.2494, -1.8023, -2.2915)
H (3.3350, 1.8662, 2.8196)
H (2.5955, 4.2774, 2.8248)
H (0.3604, 4.8361, 1.8699)
H (-1.0225, 3.0125, 0.9004)
C (4.2392, 1.5568, -2.2948)
Si (3.4488, -0.0937, -2.6311)
C (2.9718, -0.2469, -4.4226)
C (4.5539, -1.4893, -2.1018)
C (1.9130, -0.1916, -1.6044)
C (0.9446, -0.2501, -0.8589)
H (5.1645, 1.6580, -2.8670)
H (4.4842, 1.6673, -1.2367)
H (3.5782, 2.3783, -2.5798)
H (3.8478, -0.1394, -5.0668)
H (2.2517, 0.5227, -4.7088)
H (2.5273, -1.2226, -4.6297)
H (5.4989, -1.4533, -2.6495)
H (4.0881, -2.4566, -2.2989)
H (4.7776, -1.4333, -1.0350)
Cl (-1.1369, 3.8054, -3.6127)
C (-1.9628, 2.8238, -2.4643)
C (-3.3305, 2.9336, -2.2829)
C (-3.9345, 2.1139, -1.3440)
C (-3.1576, 1.2249, -0.6268)
N (-1.8328, 1.1243, -0.8078)
C (-1.2396, 1.9119, -1.7163)
H (-3.9038, 3.6426, -2.8647)
H (-4.9989, 2.1593, -1.1638)
H (-3.5966, 0.5808, 0.1226)
H (-0.1728, 1.7864, -1.8503)



4.
One molecule with the formula C28H25N3O6, computed with ωB97M-V/def2-TZVPD.

Values from the calculation:
HOMO energy   -0.30791 Ha
Total energy   -1697.73380 a.u.
ΔE to the lowest compared entry with this formula, charge and spin   58.96 kJ/mol

Cartesian coordinates (Å):
C (-0.9566, 2.0007, 2.9746)
C (-2.1705, 2.2574, 2.1252)
O (-3.1759, 2.7672, 2.5678)
C (-2.0874, 1.8451, 0.6959)
C (-3.0384, 2.3434, -0.1940)
C (-3.0002, 1.9906, -1.5290)
C (-2.0293, 1.1172, -1.9895)
C (-1.0992, 0.5867, -1.1023)
N (-0.1057, -0.3104, -1.5671)
C (-0.3427, -1.5756, -1.9799)
O (0.5483, -2.3036, -2.3770)
C (-1.7948, -2.0622, -1.9656)
N (-2.4959, -1.7289, -0.7499)
C (-1.9067, -1.8686, 0.4628)
O (-0.7931, -2.3378, 0.6104)
C (-2.7145, -1.3636, 1.5793)
C (-2.4524, -1.3632, 2.9258)
C (-3.5301, -0.6880, 3.5371)
C (-4.3656, -0.3234, 2.5246)
O (-3.8889, -0.7267, 1.3401)
C (1.2915, 0.1553, -1.5114)
C (1.8518, -0.1556, -0.1063)
O (2.0719, 0.6763, 0.7532)
N (2.0395, -1.4705, 0.0637)
C (2.4102, -2.0448, 1.3427)
C (3.6825, -2.8173, 1.2376)
C (4.9760, -2.4087, 1.0868)
C (5.7566, -3.5870, 1.0045)
C (4.8797, -4.6211, 1.1096)
O (3.6244, -4.1660, 1.2476)
C (1.3558, 1.5850, -1.9857)
C (1.1876, 2.6743, -1.1413)
C (1.1903, 3.9608, -1.6525)
C (1.3490, 4.1757, -3.0098)
C (1.5185, 3.0950, -3.8586)
C (1.5222, 1.8100, -3.3487)
C (-1.1145, 0.9667, 0.2332)
H (-0.8655, 0.9307, 3.1557)
H (-0.0508, 2.3379, 2.4771)
H (-1.0692, 2.5087, 3.9290)
H (-3.7926, 3.0169, 0.1839)
H (-3.7237, 2.3992, -2.2183)
H (-1.9823, 0.8501, -3.0348)
H (-1.7409, -3.1502, -2.0922)
H (-2.3301, -1.6370, -2.8157)
H (-3.4036, -1.2961, -0.8023)
H (-1.5983, -1.8021, 3.3993)
H (-3.6630, -0.4940, 4.5809)
H (-5.2916, 0.2162, 2.5233)
H (1.8362, -0.4786, -2.2228)
H (1.7696, -2.1175, -0.6656)
H (2.5281, -1.2091, 2.0382)
H (1.6060, -2.7056, 1.6791)
H (5.3225, -1.3967, 1.0438)
H (6.8188, -3.6505, 0.8862)
H (5.0195, -5.6838, 1.1037)
H (1.0826, 2.5195, -0.0811)
H (1.0639, 4.7994, -0.9838)
H (1.3453, 5.1806, -3.4057)
H (1.6492, 3.2531, -4.9191)
H (1.6541, 0.9687, -4.0150)
H (-0.3778, 0.5556, 0.9023)